No. 1
19
Properties=species:S:1:pos:R:3 method="wB97M-V/def2-TZVPD" e_tot_ev=-5843.652 s_squared=0.753 multiplicity=2 total_charge=+2 e_lumo_ev="-7.8 / -14.5" orbital_gap_ev="13.6 / 6.8" e_above_lowest_kcal_mol=15.34
C 1.172 -1.129 1.097
C -1.589 -0.210 -1.464
C -0.215 -0.566 -0.999
C -0.231 -1.010 0.540
H 1.159 -1.501 2.132
H 1.722 -0.188 1.108
H 1.789 -1.784 0.489
H -1.481 -0.009 -2.555
H -2.039 0.681 -1.000
H -2.279 -1.029 -1.295
H 0.478 0.225 -1.290
H 0.205 -1.470 -1.511
H -0.896 -0.308 1.070
H -0.736 -1.972 0.682
N 0.650 2.256 0.644
H 0.888 1.569 1.366
H 0.344 1.711 -0.162
H -0.117 2.842 0.988
H 1.488 2.801 0.409

=====

No. 2
20
Properties=species:S:1:pos:R:3 method="wB97M-V/def2-TZVPD" e_tot_ev=-7354.684 total_charge=0 e_lumo_ev=0.8 smiles=CCC.NCN orbital_gap_ev=10.0 e_above_lowest_kcal_mol=9.98
C 2.180 -0.725 1.524
C 2.002 0.640 2.175
C 3.082 0.872 3.282
H 3.238 -0.965 1.533
H 1.578 -1.501 2.022
H 1.728 -0.667 0.534
H 2.112 1.505 1.504
H 0.981 0.697 2.563
H 3.390 1.879 3.547
H 3.965 0.431 2.818
H 2.866 0.281 4.181
N -2.283 0.729 -3.186
C -2.680 -0.727 -3.124
N -3.878 -1.068 -2.405
H -3.073 1.134 -3.684
H -2.287 1.160 -2.267
H -1.804 -1.234 -2.713
H -2.700 -1.090 -4.152
H -4.631 -0.471 -2.736
H -3.785 -0.879 -1.415

=====

No. 3
20
Properties=species:S:1:pos:R:3 method="wB97M-V/def2-TZVPD" e_tot_ev=-7354.116 total_charge=0 e_lumo_ev=0.8 smiles=CCC.NCN orbital_gap_ev=10.2 e_above_lowest_kcal_mol=23.09
C 0.368 1.037 -2.978
C 0.178 -0.314 -2.201
C -1.305 -0.411 -1.714
H -0.395 1.810 -2.695
H 0.331 0.963 -4.056
H 1.273 1.564 -2.655
H 0.871 -0.201 -1.373
H 0.401 -0.992 -3.028
H -1.693 0.548 -1.367
H -1.923 -0.855 -2.514
H -1.334 -1.199 -0.951
N 0.695 -1.093 2.032
C 0.981 -0.177 3.158
N -0.259 0.536 3.652
H -0.310 -1.291 2.022
H 0.613 -0.549 1.165
H 1.282 -0.739 4.033
H 1.660 0.626 2.839
H -0.871 -0.257 3.837
H -0.563 0.992 2.794

=====

No. 4
21
Properties=species:S:1:pos:R:3 method="wB97M-V/def2-TZVPD" e_tot_ev=-9401.457 total_charge=0 e_lumo_ev=0.5 smiles=C[C@H](N)CCN.O orbital_gap_ev=8.9 e_above_lowest_kcal_mol=49.58
C 0.633 0.741 -2.413
C 0.204 0.363 -0.975
N 1.333 0.554 0.011
C -0.137 -1.139 -0.936
C -0.304 -1.743 0.487
N -1.201 -0.993 1.397
H 0.623 1.877 -2.628
H -0.042 0.364 -3.269
H 1.724 0.352 -2.575
H -0.728 1.049 -0.727
H 1.038 0.698 0.985
H 1.676 1.498 -0.265
H -1.099 -1.335 -1.405
H 0.734 -1.713 -1.394
H 0.714 -1.594 0.914
H -0.666 -2.799 0.288
H -1.137 -1.477 2.301
H -1.295 0.038 1.251
O -0.933 1.550 3.179
H -1.158 2.090 2.392
H 0.023 1.619 3.383

=====

No. 5
21
Properties=species:S:1:pos:R:3 method="wB97M-V/def2-TZVPD" e_tot_ev=-9400.944 total_charge=0 e_lumo_ev=0.6 smiles=CN(C)CCN.O orbital_gap_ev=9.2 e_above_lowest_kcal_mol=61.41
C -2.223 -1.210 -0.316
N -0.971 -0.541 0.102
C 0.088 -1.456 0.557
C -1.384 0.458 1.127
C -0.599 1.726 0.841
N -1.069 2.125 -0.571
H -2.067 -2.104 -0.946
H -2.828 -1.546 0.527
H -2.905 -0.520 -0.845
H -0.201 -2.045 1.440
H 0.725 -0.585 0.825
H 0.697 -2.086 -0.090
H -2.496 0.563 1.145
H -1.138 0.031 2.154
H -0.704 2.685 1.404
H 0.433 1.440 0.726
H -0.355 2.602 -1.068
H -1.285 1.247 -1.013
O 5.124 -0.708 -1.341
H 5.473 -1.361 -1.960
H 4.145 -0.891 -1.520

=====

No. 6
21
Properties=species:S:1:pos:R:3 method="wB97M-V/def2-TZVPD" e_tot_ev=-9401.505 total_charge=0 e_lumo_ev=0.6 smiles=NCCCCN.O orbital_gap_ev=9.4 e_above_lowest_kcal_mol=48.48
N -1.095 1.833 -1.388
C -0.381 2.382 -0.245
C 0.558 1.216 0.182
C -0.166 0.099 0.983
C -0.420 -1.186 0.115
N -1.437 -2.119 0.674
H -1.130 0.839 -1.524
H -2.049 2.190 -1.453
H 0.248 3.191 -0.611
H -1.058 2.592 0.604
H 1.208 0.783 -0.583
H 1.454 1.602 0.694
H -1.130 0.296 1.501
H 0.480 -0.242 1.799
H -0.686 -0.881 -0.867
H 0.530 -1.741 0.127
H -0.953 -2.813 1.368
H -2.166 -1.670 1.187
O 2.404 -2.007 -0.786
H 2.828 -1.958 -1.655
H 2.959 -2.406 -0.122